Molecular formula: C5H10O
Method: DFT, the ωB97M-V functional and the def2-TZVPD basis

Geometry as XYZ:
```
16
C5H10O (the ωB97M-V functional and the def2-TZVPD basis)
H -1.971 1.822 -0.029
O 2.639 0.308 0.535
H -2.824 -0.137 0.987
H -1.127 -0.442 1.344
H -1.741 0.702 -1.414
C 1.926 -0.673 -0.168
H 0.144 -0.801 -1.470
H 2.614 -1.153 -0.871
H -1.868 -1.220 -0.063
C 0.732 -0.053 -0.909
H 1.952 0.899 0.895
C -0.025 0.883 -0.050
C -1.848 -0.300 0.526
H 1.543 -1.460 0.505
C -1.461 0.918 -0.372
H 1.125 0.667 -1.655
```

frontier orbital gap	8.9	eV
total energy	-7391.01107	eV
molecular weight	86.13	g mol⁻¹



Molecular formula: C5H10O
Method: DFT, the ωB97M-V functional and the def2-TZVPD basis

Geometry as XYZ:
```
16
C5H10O (the ωB97M-V functional and the def2-TZVPD basis)
H -0.229 -0.591 2.454
H 1.056 -0.044 -0.566
H -1.062 1.707 1.931
O 1.219 -0.641 1.036
H 0.608 1.750 2.534
C -0.026 1.437 1.703
C -0.179 -0.829 -2.273
H 0.521 -0.438 -3.018
H -1.185 -0.754 -2.709
H -0.577 -1.786 0.334
C 0.069 -0.055 1.563
C -0.230 -0.757 0.329
H 0.045 -1.895 -2.147
C 0.011 -0.063 -0.967
H 0.292 1.983 0.812
H -0.334 0.976 -1.016
```

frontier orbital gap	10.5	eV
total energy	-7392.27221	eV
SMILES	CC[C@H]1O[C@H]1C
molecular weight	86.13	g mol⁻¹



Molecular formula: C5H10O
Method: DFT, the ωB97M-V functional and the def2-TZVPD basis

Geometry as XYZ:
```
16
C5H10O (the ωB97M-V functional and the def2-TZVPD basis)
H -1.089 1.463 -0.627
H 1.880 -1.167 0.927
O 1.226 -1.693 -1.211
C -0.913 0.574 -0.010
C 0.567 0.188 -0.068
C -1.379 0.816 1.423
H 1.174 1.024 0.307
H -0.841 1.653 1.873
H -2.448 1.040 1.478
H 2.025 0.073 -1.692
H 0.387 -0.116 -2.265
H -1.506 -0.239 -0.450
H 0.345 -2.072 -1.111
H -1.189 -0.072 2.028
C 1.051 -0.286 -1.431
C 0.849 -1.149 0.634
```

frontier orbital gap	8.8	eV
total energy	-7390.29265	eV
molecular weight	86.13	g mol⁻¹



Molecular formula: C5H10O
Method: DFT, the ωB97M-V functional and the def2-TZVPD basis

Geometry as XYZ:
```
16
C5H10O (the ωB97M-V functional and the def2-TZVPD basis)
H -1.161 1.904 -1.201
C 1.954 -0.420 0.519
H -0.226 -1.855 0.874
C -0.784 -0.996 0.495
H -0.449 2.439 0.318
H 2.232 -1.062 -0.330
H -1.519 -0.630 -1.578
C -0.194 0.315 -0.069
H 1.389 -1.017 1.236
O 1.152 0.656 0.119
H 0.163 -1.358 -1.471
C -0.995 1.613 -0.153
C -0.622 -0.782 -0.989
H 2.850 -0.023 0.995
H -1.757 -0.944 0.969
H -1.973 1.520 0.325
```

frontier orbital gap	10.2	eV
total energy	-7392.88488	eV
SMILES	COC1(C)CC1
molecular weight	86.13	g mol⁻¹



Molecular formula: C5H10O
Method: DFT, the ωB97M-V functional and the def2-TZVPD basis

Geometry as XYZ:
```
16
C5H10O (the ωB97M-V functional and the def2-TZVPD basis)
O -0.247 0.759 -2.309
C 1.096 -1.291 -0.185
H -1.133 -0.440 2.432
H -1.220 2.512 0.443
H 0.589 1.062 -1.921
C -0.254 -0.799 1.909
H 0.491 2.383 -0.093
H 0.749 -0.560 2.177
C -1.005 1.037 -1.106
H 2.153 -1.608 0.236
H -0.818 -2.186 0.392
H -1.993 0.585 -1.037
H 1.335 -0.223 -0.277
C -0.106 -1.387 0.695
C -0.533 2.034 -0.262
H 0.897 -1.878 -1.096
```

frontier orbital gap	9.5	eV
total energy	-7390.98667	eV
SMILES	C=CC.C=CO
molecular weight	86.13	g mol⁻¹



Molecular formula: C5H10O
Method: DFT, the ωB97M-V functional and the def2-TZVPD basis

Geometry as XYZ:
```
16
C5H10O (the ωB97M-V functional and the def2-TZVPD basis)
C 1.598 0.862 -0.309
C 0.924 -0.168 0.506
H -3.534 0.358 0.193
H -1.494 0.270 1.465
O -0.275 -0.557 0.006
H 0.830 0.072 1.582
H -2.658 0.226 -1.450
C -2.620 -0.100 -0.338
H -1.137 1.400 0.078
H 1.153 0.939 -1.363
C -1.339 0.360 0.420
H 2.024 -1.074 -1.104
C 2.188 -0.528 -0.199
H -2.529 -1.285 -0.405
H 2.977 -0.774 0.486
H 2.059 1.764 -0.010
```

frontier orbital gap	10.5	eV
total energy	-7392.37904	eV
SMILES	CCOC1CC1
molecular weight	86.13	g mol⁻¹



Molecular formula: C5H10O
Method: DFT, the ωB97M-V functional and the def2-TZVPD basis

Geometry as XYZ:
```
16
C5H10O (the ωB97M-V functional and the def2-TZVPD basis)
H 1.291 -0.546 1.743
C -0.125 0.455 0.430
C 0.204 -0.361 -2.002
C 1.146 0.433 1.277
H 1.074 1.166 2.088
H -2.300 0.651 0.763
H 0.091 -1.222 -2.670
H -1.322 -1.005 -0.656
O -1.398 -0.117 2.399
H 1.254 -0.053 -2.016
C -1.365 0.342 1.283
H 2.035 0.674 0.685
H -0.396 0.459 -2.413
H -0.189 1.407 -0.118
C -0.266 -0.703 -0.593
H 0.264 -1.579 -0.200
```

frontier orbital gap	10.7	eV
total energy	-7394.34766	eV
SMILES	CC[C@H](C)C=O
molecular weight	86.13	g mol⁻¹



Molecular formula: C5H10O
Method: DFT, the ωB97M-V functional and the def2-TZVPD basis

Geometry as XYZ:
```
16
C5H10O (the ωB97M-V functional and the def2-TZVPD basis)
C -1.706 -0.645 -0.487
H 0.128 -1.163 -1.389
C -0.373 -0.235 -1.072
H 2.371 0.702 0.945
H 0.073 1.434 0.195
O -1.528 -0.850 0.817
H -2.670 0.103 -0.759
H 2.222 -0.752 -0.059
H -2.383 0.986 -0.570
C 0.382 0.383 0.113
H -0.465 0.417 -1.944
H 2.287 0.850 -0.816
H -0.375 0.182 2.188
C 1.901 0.292 0.044
H 0.361 -1.299 1.517
C -0.226 -0.404 1.276
```

frontier orbital gap	8.9	eV
total energy	-7390.55920	eV
molecular weight	86.13	g mol⁻¹



Molecular formula: C5H10O
Method: DFT, the ωB97M-V functional and the def2-TZVPD basis

Geometry as XYZ:
```
16
C5H10O (the ωB97M-V functional and the def2-TZVPD basis)
C 2.267 0.089 -0.660
H 1.605 0.478 1.407
C 1.220 0.232 0.419
H -2.809 -0.065 1.217
H -0.058 -1.374 -0.420
O -2.934 -0.532 -0.669
H -0.387 -1.012 1.340
H 1.801 -0.176 -1.617
H 2.819 1.025 -0.802
H 2.986 -0.698 -0.408
H -0.598 1.463 0.817
H -0.269 1.136 -0.953
C 0.014 -0.656 0.395
H -1.999 -0.234 -0.628
C -3.562 -0.475 0.477
C -0.116 0.826 0.080
```

frontier orbital gap	9.5	eV
total energy	-7390.64709	eV
molecular weight	86.13	g mol⁻¹



Molecular formula: C5H10O
Method: DFT, the ωB97M-V functional and the def2-TZVPD basis

Geometry as XYZ:
```
16
C5H10O (the ωB97M-V functional and the def2-TZVPD basis)
H 1.571 -0.926 0.724
H -1.652 1.052 1.198
C 0.425 0.896 0.551
C 1.113 0.006 -1.158
C -0.410 -1.637 0.267
C -0.991 1.425 0.409
H -0.079 -2.564 -0.216
H -0.647 -1.875 1.310
H 0.320 -0.023 -1.920
H -1.335 -1.315 -0.226
H 0.866 1.233 1.498
H 2.052 -0.339 -1.602
H -0.971 2.517 0.465
O 1.228 1.311 -0.573
H -1.418 1.150 -0.561
C 0.682 -0.584 0.189
```

frontier orbital gap	10.6	eV
total energy	-7393.65629	eV
molecular weight	86.13	g mol⁻¹



Molecular formula: C5H10O
Method: DFT, the ωB97M-V functional and the def2-TZVPD basis

Geometry as XYZ:
```
16
C5H10O (the ωB97M-V functional and the def2-TZVPD basis)
H 1.674 0.043 -1.950
H 0.312 0.995 -2.684
H 2.314 0.182 1.250
H 0.937 -0.658 1.956
C 0.493 0.395 0.119
O -1.182 -0.191 -1.328
C 0.626 0.063 -2.224
C -1.737 -0.546 0.959
H 0.298 -0.824 -2.751
C 1.233 0.252 1.422
C -0.786 -0.101 -0.125
H -1.669 0.074 1.857
H 0.670 1.328 -0.417
H -2.758 -0.536 0.571
H 1.076 1.104 2.101
H -1.501 -1.579 1.244
```

frontier orbital gap (alpha / beta)	7.5 / 7.5	eV
total energy	-7390.40822	eV
molecular weight	86.13	g mol⁻¹



Molecular formula: C5H10O2
Method: DFT, the ωB97M-V functional and the def2-TZVPD basis

Geometry as XYZ:
```
17
C5H10O2 (the ωB97M-V functional and the def2-TZVPD basis)
H 1.445 0.550 1.305
H 0.971 2.099 -2.351
C 0.683 1.862 -1.321
H 1.560 2.017 -0.685
C -0.763 -1.406 0.317
H -0.116 -2.023 -0.321
H 0.826 0.682 1.695
H -0.521 0.223 -2.055
H -0.093 2.562 -1.003
O -1.253 0.907 0.635
C -0.551 -1.865 1.750
H -1.795 -1.680 0.062
C -0.631 0.082 0.005
C 0.183 0.425 -1.233
O -0.223 -1.189 2.689
H -0.725 -2.957 1.873
H 1.002 -0.292 -1.362
```

frontier orbital gap	10.4	eV
total energy	-9440.51000	eV
SMILES	CCC(=O)CC=O.[H][H]
molecular weight	102.13	g mol⁻¹



Molecular formula: C5H10O2
Method: DFT, the ωB97M-V functional and the def2-TZVPD basis

Geometry as XYZ:
```
17
C5H10O2 (the ωB97M-V functional and the def2-TZVPD basis)
C -1.654 1.674 0.562
H 1.381 -0.838 1.593
H 0.425 -1.616 0.320
H -1.016 0.367 -1.863
H -2.743 1.545 0.547
C 2.329 -0.893 -0.346
O -1.974 -1.285 -1.176
H -1.293 -0.376 1.128
C -0.985 0.327 0.343
H 2.052 -0.926 -1.404
O 0.426 0.462 0.308
C -1.381 -0.247 -1.008
H -1.369 2.095 1.530
H 2.867 -1.817 -0.107
H 3.011 -0.053 -0.195
C 1.100 -0.777 0.533
H -1.375 2.385 -0.223
```

frontier orbital gap	10.6	eV
total energy	-9441.33086	eV
SMILES	CCO[C@@H](C)C=O
molecular weight	102.13	g mol⁻¹



Molecular formula: C5H10O2
Method: DFT, the ωB97M-V functional and the def2-TZVPD basis

Geometry as XYZ:
```
17
C5H10O2 (the ωB97M-V functional and the def2-TZVPD basis)
C 0.784 0.801 -0.359
O -0.496 -0.650 1.191
C 1.629 1.269 0.812
H -2.206 -1.852 0.930
O 1.508 -0.225 -1.010
H 1.168 2.139 1.292
H 1.695 0.457 1.540
C -1.260 -1.597 0.435
H 2.638 1.537 0.486
H -0.694 -2.517 0.245
C -0.582 0.332 0.145
H -0.832 -0.975 -1.643
H 0.599 1.643 -1.053
H 0.939 -0.615 -1.685
H -2.372 -0.326 -1.062
C -1.372 -0.635 -0.755
H -1.145 1.213 0.490
```

frontier orbital gap	10.5	eV
total energy	-9440.90914	eV
SMILES	C[C@@H](O)[C@H]1CCO1
molecular weight	102.13	g mol⁻¹



Molecular formula: C5H10O2
Method: DFT, the ωB97M-V functional and the def2-TZVPD basis

Geometry as XYZ:
```
17
C5H10O2 (the ωB97M-V functional and the def2-TZVPD basis)
C -0.301 -0.590 1.293
H -2.791 0.563 -0.084
H 0.984 -1.576 -0.245
H -0.302 0.376 1.796
H 2.142 0.936 1.266
O -2.117 0.279 -1.945
C 0.447 -0.659 -0.006
H 2.835 1.490 -0.288
H -1.276 1.416 -0.420
C -1.045 -0.688 -0.019
H -1.269 0.145 -2.388
H 2.925 -0.235 0.170
H -1.501 -1.648 -0.256
O 1.082 0.490 -0.462
C 2.307 0.675 0.212
C -1.821 0.476 -0.579
H -0.301 -1.452 1.954
```

frontier orbital gap	10.8	eV
total energy	-9440.51993	eV
SMILES	CO[C@H]1C[C@H]1CO
molecular weight	102.13	g mol⁻¹